No. 1
Density functional theory data (ωB97M-V with the def2-TZVPD basis set) for C3H5NS as an isolated structure in a non-equilibrium geometry.

```
10
Properties=species:S:1:pos:R:3
C 1.10 0.16 0.68
C 0.43 1.26 0.36
C 0.53 -0.94 -0.06
N -2.18 0.10 -0.47
S -0.67 0.34 -0.91
H 1.82 0.09 1.42
H 0.38 2.20 0.67
H 1.11 -1.38 -0.88
H 0.09 -1.81 0.58
H -2.62 -0.01 -1.38
```

Results
electronic energy: -570.11678 Eh
net charge: 0
ΔE to the lowest compared entry with this formula, charge and spin: 73.9 kcal/mol
HOMO-LUMO gap: 9.39 eV

Atom charges from the Löwdin analysis, given in e for atoms 1 to 6:
1 C -0.257
2 C -0.152
3 C -0.310
4 N -0.416
5 S 0.894
6 H 0.083


No. 2
Density functional theory data (ωB97M-V with the def2-TZVPD basis set) for a 2-piece molecular cluster, C11H22N2O8 overall in a non-equilibrium geometry.

```
43
Properties=species:S:1:pos:R:3
O -1.47 1.52 1.23
C -2.56 0.61 1.39
C -3.48 0.77 0.18
O -4.01 2.11 0.16
C -4.60 -0.27 0.26
O -5.38 -0.23 -0.91
O -4.05 -1.59 0.27
C -3.19 -1.85 1.39
C -2.04 -0.83 1.50
O -1.08 -1.03 0.45
H -1.85 2.39 0.99
H -3.11 0.85 2.30
H -2.91 0.60 -0.74
H -4.69 2.17 -0.53
H -5.21 -0.10 1.15
H -5.09 -0.98 -1.46
H -2.78 -2.85 1.31
H -3.79 -1.81 2.31
H -1.53 -0.96 2.46
H -0.62 -0.17 0.34
C 1.68 1.52 1.48
N 2.35 0.22 1.64
C 2.66 -0.68 0.71
O 3.40 -1.61 1.03
C 2.15 -0.57 -0.74
C 1.68 -1.94 -1.27
O 2.79 -2.82 -1.39
N 3.19 -0.06 -1.64
C 3.48 1.22 -1.81
C 4.67 1.54 -2.69
O 2.84 2.13 -1.31
H 0.99 1.52 0.64
H 1.12 1.77 2.38
H 2.43 2.29 1.30
H 2.74 0.03 2.55
H 1.29 0.09 -0.78
H 0.95 -2.37 -0.58
H 1.21 -1.82 -2.24
H 3.21 -2.86 -0.52
H 3.76 -0.76 -2.10
H 5.57 1.13 -2.24
H 4.52 1.09 -3.68
H 4.76 2.62 -2.79
```

Results
electronic energy: -1143.80134 Eh
net charge: 0
SMILES string: O[C@H]1[C@H](O)[C@@H](O)OC[C@H]1O.CNC(=O)[C@H](CO)NC(C)=O
ΔE to the lowest compared entry with this formula, charge and spin: 0.0 kcal/mol
HOMO-LUMO gap: 10.08 eV

Atom charges from the Löwdin analysis, given in e for atoms 1 to 6:
1 O -0.027
2 C -0.264
3 C -0.257
4 O -0.008
5 C -0.348
6 O 0.019